1.
Molecular formula: BrH16O8
Method: DFT, wB97M-V/def2-TZVPD

The geometry in ORCA input format:
```
! wB97M-V def2-TZVPD RIJCOSX def2/J DEFGRID3
* xyz -1 1
Br -26.4320 17.4517 -12.2563
O -27.5302 14.0921 -12.2680
O -23.0240 17.5324 -11.8375
O -24.7202 19.8522 -13.8219
O -26.9283 15.2873 -14.7319
O -27.3466 15.7722 -9.5439
O -24.2586 17.0018 -15.1856
O -26.0939 19.8033 -9.6512
O -24.1110 14.8617 -12.5808
H -27.4992 14.5165 -11.3908
H -24.5418 20.7315 -13.5066
H -23.9125 17.4182 -11.5618
H -27.4230 16.2128 -8.6958
H -25.3663 19.4277 -13.3119
H -25.1903 19.5628 -9.5756
H -22.4059 17.4241 -11.1332
H -24.8344 15.4399 -12.8484
H -26.9981 16.3916 -10.1487
H -26.8089 16.1221 -14.2742
H -27.3328 14.8022 -12.8196
H -24.5387 13.9981 -12.3085
H -23.7578 17.5464 -15.7628
H -24.7065 17.6331 -14.6393
H -27.8959 15.1811 -14.8856
H -26.2689 19.5040 -10.4718
*
```

The calculation puts the largest force on an atom at 5.21 eV Å⁻¹. The calculation puts the total energy at -3185.637241 Eh. The gap between HOMO and LUMO comes out at 9.174 eV. The calculation puts the LUMO energy at 3.12 eV. The calculation puts the molar mass at 224.02 u.

---

2.
Molecular formula: C20H15MnN4O4SSe
Method: DFT, wB97M-V/def2-TZVPD

The geometry in ORCA input format:
```
! wB97M-V def2-TZVPD RIJCOSX def2/J DEFGRID3
* xyz 0 5
Se -0.2878 -1.3907 1.9942
Mn -0.4125 0.3904 0.3177
S 2.3394 1.7046 1.9566
O 1.2460 -1.4297 2.3507
O -0.8063 0.2204 2.0752
O -1.2087 -2.3725 2.7840
O -0.4595 -1.5184 0.3405
N 1.7211 1.2656 0.4794
N -7.4026 1.4393 1.9901
N 3.8011 1.0446 -0.6268
N 0.3824 0.2293 -1.5299
C 4.6302 1.4607 0.4169
C 1.5228 -0.1301 -4.0558
C 6.8345 1.9771 1.2441
C -4.0883 2.4435 1.9939
C 6.3080 2.2896 2.4833
C 5.9980 1.5661 0.2119
C -3.2705 1.3564 -0.4344
C 2.2712 0.3825 -3.0190
C -2.8088 2.6716 1.5530
C -2.3566 2.1362 0.3221
C 1.6959 0.5396 -1.7489
C -6.3085 1.5232 1.6525
C 4.1040 1.7889 1.6660
C 2.4327 0.9795 -0.5740
C 4.9359 2.2013 2.6872
C -4.5478 1.1141 0.0153
C -1.0348 2.4331 -0.2032
C -4.9732 1.6723 1.2275
C 0.2028 -0.5036 -3.8030
C -0.3115 -0.3114 -2.5362
H 4.2590 0.7723 -1.4810
H -0.4047 -0.9381 -4.5798
H 6.4060 1.3254 -0.7605
H -1.3265 -0.6107 -2.2939
H -5.2455 0.5219 -0.5623
H 6.9502 2.5999 3.2942
H 4.4985 2.4526 3.6393
H -1.0100 2.5916 -1.2891
H -2.9532 0.9907 -1.4066
H -4.4426 2.8727 2.9187
H 7.8967 2.0566 1.0672
H -2.1420 3.2917 2.1338
H 1.9522 -0.2578 -5.0380
H -0.5313 3.2432 0.3259
H 3.2958 0.6750 -3.1970
*
```

The calculation puts the largest force on an atom at 4.36 eV Å⁻¹. The calculation puts the total energy at -5241.640680 Eh. The gap between HOMO and LUMO (alpha / beta) comes out at 6.319 / 6.313 eV. The calculation puts the LUMO energy (alpha / beta) at -1.55 / -1.68 eV. Its expectation value of S² is 6.14. The calculation puts the molar mass at 541.33 u.

---

3.
Molecular formula: C39H28O9
Method: DFT, wB97M-V/def2-TZVPD

The geometry in ORCA input format:
```
! wB97M-V def2-TZVPD RIJCOSX def2/J DEFGRID3
* xyz 0 1
O 4.0671 5.7061 3.8523
O -4.3598 2.5329 3.3756
O -0.2770 6.4155 3.9155
O -3.4859 3.3154 5.2806
O 2.6783 1.3584 -6.4927
O -5.5129 -6.9457 1.2467
O -1.4238 -4.0900 -0.6615
O 2.7751 1.4793 -1.1544
O 1.9286 6.5415 3.6513
C -4.5908 -6.3045 0.7842
C -0.9770 -6.8099 -0.1934
C 1.9992 0.3419 -4.4846
C -0.0250 3.5742 2.1782
C -6.0208 -4.2837 0.5646
C 3.5176 2.4483 -3.1638
C -3.6940 -4.1204 -0.0500
C 4.2348 3.4423 -2.5060
C 4.9621 4.3692 -3.2355
C -2.2011 -6.1936 0.0444
C 2.9559 5.6343 3.5080
C -1.1402 3.0526 3.1278
C 1.2848 -0.6536 -5.1422
C -2.3344 4.0279 3.3376
C 2.7753 1.4350 -2.3703
C -3.2642 -6.9361 0.5618
C -3.0895 -8.2829 0.8605
C 1.3881 -0.6268 -2.3615
C 0.6980 5.8990 3.5287
C 2.2832 4.4429 2.8039
C -3.8702 -2.7739 -0.3514
C -4.7696 -4.8739 0.4234
C 4.9777 4.3068 -4.6258
C 4.2509 3.3286 -5.2862
C 2.0413 0.3629 -3.0890
C 4.1470 1.2130 3.1243
C -1.8662 -8.8909 0.6267
C 3.5141 2.4003 -4.5590
C -2.3621 -4.7473 -0.2530
C -3.4472 3.2438 4.1102
C 2.7245 1.3670 -5.2788
C 3.1652 3.3399 2.2080
C -0.8117 -8.1559 0.0928
C 0.6312 -1.6343 -4.4121
C -5.1177 -2.1889 -0.2026
C 0.6887 -1.6253 -3.0213
C -6.1956 -2.9461 0.2469
C 3.6335 2.4189 3.3463
C 0.9502 4.5651 2.8089
H 0.0785 -2.4110 -4.9263
H -6.8597 -4.8691 0.9189
H 2.6039 2.7927 1.4224
H -7.1725 -2.4903 0.3509
H 0.5812 2.6894 1.8891
H -3.0349 -2.1836 -0.7064
H 3.5056 2.7532 4.3861
H -0.1534 -6.2408 -0.6055
H -3.9312 2.3924 2.5147
H 1.4280 -0.6214 -1.2796
H 4.0017 3.8473 1.6835
H -1.5537 2.1355 2.6448
H -0.6945 2.7064 4.0814
H 4.0227 0.7036 2.1574
H 1.2420 -0.6661 -6.2239
H 5.5566 5.0245 -5.1941
H -2.7359 4.4139 2.3779
H 0.1408 -8.6350 -0.0979
H 4.2608 3.2856 -6.3679
H 4.7266 0.7663 3.9472
H -3.9093 -8.8582 1.2715
H 5.5235 5.1398 -2.7214
H -0.4151 3.9711 1.2157
H -2.0735 4.8649 4.0096
H 4.2289 3.4900 -1.4244
H 0.1848 -2.3983 -2.4519
H -1.7332 -9.9410 0.8565
H -5.2543 -1.1413 -0.4420
*
```

The calculation puts the largest force on an atom at 4.26 eV Å⁻¹. The calculation puts the total energy at -2180.157288 Eh. The gap between HOMO and LUMO comes out at 8.643 eV. The calculation puts the LUMO energy at -1.22 eV. The calculation puts the molar mass at 640.64 u.

---

4.
Molecular formula: C8H35NO10
Method: DFT, wB97M-V/def2-TZVPD

The geometry in ORCA input format:
```
! wB97M-V def2-TZVPD RIJCOSX def2/J DEFGRID3
* xyz 0 1
O 1.8522 0.1635 2.4763
O 3.5919 -0.4593 -3.4345
O 1.3569 2.8522 -2.2253
O 1.4317 -0.5826 -5.1627
O -0.5336 4.0918 -0.6080
O -2.0010 3.2167 -2.8259
O -1.1520 -0.9162 -4.0582
O 0.2485 0.1780 -1.9557
O -0.0497 -2.9947 4.8516
O -1.2912 -0.3576 0.4324
N 0.3440 -1.9271 2.0539
C -2.8761 2.0975 -2.5933
C -0.8466 -2.4997 5.9195
C 1.5944 -1.9152 1.2883
C -0.1133 -3.2954 2.3921
C -3.9196 2.5390 -1.5945
C 1.9591 1.5539 2.5161
C 2.0852 -0.4517 1.2228
C -0.8594 -3.2210 3.7322
H 1.0812 -0.1757 -1.6238
H 2.0200 -0.5078 -4.3863
H 2.0433 1.8364 3.5626
H -0.7207 -3.6427 1.5602
H -0.0404 3.2826 -0.7256
H -0.2965 -2.5232 6.8579
H -3.4250 3.0392 -0.7611
H 1.1357 2.0778 2.0141
H -1.1705 -1.4948 5.6421
H -1.9523 -1.2321 -3.6268
H 0.4040 -1.3492 2.8791
H 0.5777 -0.9164 -4.8266
H -4.7490 3.0194 -2.1057
H 2.8543 1.9340 2.0002
H 1.5158 0.1829 0.5302
H 1.5211 -2.3784 0.3062
H 2.3320 -2.4531 1.8971
H -1.4749 2.9449 -3.5884
H 0.7982 -3.8858 2.5390
H 3.6202 0.0973 -2.6495
H -0.9138 0.1015 -0.3347
H 1.3049 2.8273 -3.1919
H 0.4252 1.1230 -2.1418
H -0.6205 -0.5330 -3.3303
H -4.3148 1.6544 -1.0829
H -1.1951 4.0961 -1.3272
H -0.5222 -0.7709 0.9130
H -2.3611 1.2183 -2.1983
H -1.4094 -4.1672 3.8178
H 4.0090 0.0696 -4.1291
H 2.2709 2.6190 -2.0233
H -1.6460 -2.4680 3.6026
H -1.7014 -3.1623 6.0955
H -3.3634 1.8307 -3.5352
H 3.1415 -0.3656 0.9440
*
```

The calculation puts the largest force on an atom at 2.32 eV Å⁻¹. The calculation puts the total energy at -1132.874356 Eh. The gap between HOMO and LUMO comes out at 8.486 eV. The calculation puts the LUMO energy at -0.64 eV. The calculation puts the molar mass at 305.36 u.

---

> Among the records above, which one has the lowest largest force on an atom?

C8H35NO10